C39H66FN6O8PS | ωB97M-V/def2-TZVPD

* F_max: 0.50 eV/A
* SMILES: CCN[C@@]1(CCO)OS(=O)(=O)[C@H](CCF)[C@](CNC)(P(N)O)[C@@]1(CCCCCCCCCCOC)COO.c1ccncc1.c1ccncc1.c1ccncc1
* HOMO energy: -8.47 eV
* orbital gap: 8.88 eV

Geometry as XYZ:
```
122
Properties=species:S:1:pos:R:3:forces:R:3:lowdin_charge:R:1
C -4.033138 6.379031 2.070535 0.08 0.03 0.02 -0.072
C -4.108534 5.618143 0.754404 -0.05 0.01 -0.11 -0.254
N -3.196432 4.484474 0.798841 0.40 0.08 0.11 0.006
C -3.142163 3.531370 -0.293335 0.02 0.06 -0.16 -0.398
C -3.790576 2.233712 0.169607 0.06 -0.08 0.07 -0.102
C -5.194755 2.411023 0.740909 -0.03 -0.04 -0.07 -0.237
O -5.790289 1.150454 1.017043 0.17 -0.16 0.00 -0.051
O -3.923451 4.155622 -1.349814 0.06 0.04 -0.01 -0.181
S -4.324089 3.340306 -2.629815 0.38 -0.20 0.24 0.653
O -5.489914 2.568844 -2.333113 -0.19 0.05 -0.04 -0.237
O -4.337152 4.295547 -3.692035 -0.23 0.08 -0.10 -0.246
C -2.943652 2.208267 -2.958347 -0.01 -0.03 -0.04 -0.290
C -3.508654 0.810719 -3.276447 0.11 0.01 0.04 -0.204
C -4.620842 0.732205 -4.320533 0.11 -0.04 -0.20 -0.199
F -5.765851 0.169840 -3.769074 -0.05 -0.05 0.04 -0.056
C -1.614196 2.271931 -2.064096 -0.04 -0.02 0.07 -0.320
C -0.552847 2.596601 -3.205687 -0.19 -0.15 -0.04 -0.256
N 0.863022 2.638286 -2.881950 -0.05 0.09 -0.08 -0.117
C 1.675179 1.840538 -3.795495 -0.05 -0.05 0.03 -0.141
P -1.076854 0.441852 -1.723863 0.06 0.19 0.09 0.931
N -2.086599 -0.194269 -0.505289 0.17 -0.08 -0.17 -0.152
O 0.304796 0.639957 -0.844970 0.06 -0.24 -0.04 -0.302
C -1.674112 3.371021 -0.890466 0.06 0.11 -0.14 -0.224
C -0.737375 3.101250 0.314337 -0.17 -0.13 0.24 -0.132
C 0.715296 3.572979 0.287865 -0.06 -0.03 -0.12 -0.193
C 1.348189 3.491800 1.675792 0.09 -0.05 0.01 -0.194
C 1.511064 2.050756 2.193277 0.01 -0.05 0.00 -0.208
C 2.956908 1.660522 2.509228 0.06 0.08 0.00 -0.214
C 3.181971 0.145066 2.597732 -0.05 -0.07 -0.01 -0.222
C 4.027718 -0.282500 3.791248 0.08 0.03 0.02 -0.229
C 4.205980 -1.795459 3.902630 0.08 -0.02 -0.09 -0.211
C 4.566344 -2.279645 5.308287 0.06 0.02 0.05 -0.184
C 4.112253 -3.694905 5.588656 -0.03 0.01 -0.11 -0.259
O 4.823493 -4.572832 4.736304 0.05 -0.03 0.06 -0.189
C 4.417395 -5.909637 4.901907 -0.04 -0.09 0.07 -0.119
C -1.279354 4.701680 -1.577943 0.04 -0.10 0.03 -0.164
O -1.393605 5.818612 -0.716553 -0.20 0.08 -0.08 -0.126
O -1.258544 6.947273 -1.622314 0.13 0.01 0.33 -0.005
H -4.956751 6.927721 2.251830 0.01 0.03 0.00 0.072
H -3.208652 7.091899 2.072517 0.06 -0.05 0.01 0.070
H -3.873953 5.700365 2.912612 -0.11 0.00 0.01 0.071
H -3.797527 6.261275 -0.065429 -0.06 0.07 -0.05 0.109
H -5.143605 5.319735 0.547316 0.01 -0.04 0.07 0.110
H -3.266205 3.999362 1.681436 -0.14 -0.02 -0.05 0.110
H -3.149280 1.808260 0.945714 0.01 -0.01 -0.02 0.127
H -3.817044 1.489880 -0.624002 0.00 0.06 0.01 0.078
H -5.827675 2.985660 0.063174 0.05 0.02 -0.05 0.109
H -5.156360 2.935035 1.696046 -0.07 -0.01 0.01 0.120
H -5.666917 0.584179 0.244425 -0.14 0.16 0.05 0.086
H -2.658519 2.607010 -3.932357 0.01 0.11 -0.02 0.110
H -3.861021 0.292556 -2.382859 0.03 0.06 -0.02 0.099
H -2.661458 0.256060 -3.677524 -0.01 -0.21 0.07 0.069
H -4.306292 0.063154 -5.123148 -0.04 0.06 -0.06 0.097
H -4.886271 1.702596 -4.742930 -0.05 0.00 0.03 0.114
H -0.689380 1.790198 -3.937393 -0.04 0.04 0.01 0.102
H -0.877905 3.502037 -3.725879 0.01 0.04 0.05 0.124
H 1.189048 3.595270 -2.903868 0.02 -0.03 0.12 0.104
H 1.544806 2.096466 -4.854604 0.01 0.01 0.01 0.079
H 2.729925 1.943761 -3.547860 0.01 -0.01 0.01 0.078
H 1.408351 0.786051 -3.690588 0.06 0.00 -0.02 0.050
H -1.692501 -0.160719 0.427567 -0.11 0.10 0.05 0.049
H -2.358411 -1.144762 -0.724100 0.06 0.04 0.06 0.040
H 1.065574 0.354246 -1.367288 -0.09 0.20 0.08 0.050
H -0.768740 2.042572 0.569041 0.01 0.00 -0.02 0.083
H -1.182031 3.621581 1.161356 -0.07 0.09 0.00 0.113
H 0.753778 4.612106 -0.046451 0.02 0.01 0.02 0.109
H 1.298980 2.975171 -0.410325 0.01 -0.01 -0.10 0.094
H 2.334030 3.963405 1.624624 -0.01 0.02 0.05 0.105
H 0.759072 4.089926 2.376640 -0.01 0.01 0.00 0.110
H 1.128667 1.352773 1.442855 -0.01 0.03 0.00 0.084
H 0.908912 1.904701 3.094912 -0.05 -0.10 -0.05 0.115
H 3.604319 2.093443 1.740421 0.05 -0.04 0.03 0.109
H 3.260984 2.117976 3.456836 -0.02 0.08 -0.05 0.110
H 2.213213 -0.363967 2.663088 0.02 0.02 0.01 0.109
H 3.652446 -0.214045 1.677285 -0.06 -0.04 -0.02 0.114
H 3.557159 0.099171 4.704584 -0.01 0.00 -0.02 0.110
H 5.009354 0.198615 3.722352 -0.02 0.04 0.10 0.119
H 3.288735 -2.294275 3.570118 -0.06 0.04 0.09 0.112
H 4.986288 -2.116670 3.208728 -0.10 -0.07 -0.07 0.116
H 4.120012 -1.622607 6.060988 -0.06 -0.03 -0.02 0.112
H 5.648505 -2.237619 5.458996 -0.01 0.06 0.03 0.120
H 4.282371 -3.968732 6.637600 0.03 -0.02 -0.01 0.119
H 3.031874 -3.787975 5.395403 0.01 0.01 0.02 0.124
H 3.429546 -6.084541 4.455623 0.00 0.02 0.02 0.087
H 4.371297 -6.182902 5.963286 0.02 0.01 -0.01 0.070
H 5.145704 -6.551450 4.408694 -0.01 0.05 -0.05 0.086
H -1.886380 4.894788 -2.462723 -0.12 -0.02 0.01 0.125
H -0.237755 4.625917 -1.887354 0.03 0.03 -0.08 0.104
H -1.135166 7.655861 -0.970252 -0.01 -0.17 -0.17 0.104
C -3.116204 -4.903086 -6.089472 -0.01 0.01 0.01 -0.079
C -3.715882 -4.267951 -5.014029 0.01 -0.02 -0.04 -0.067
C -3.579740 -2.892464 -4.902247 -0.02 0.04 0.10 -0.151
N -2.900884 -2.145685 -5.768004 0.03 0.09 -0.03 0.055
C -2.331470 -2.767100 -6.798302 0.01 -0.01 0.00 -0.153
C -2.409371 -4.136780 -7.002793 0.00 0.00 0.00 -0.074
H -3.200970 -5.974656 -6.215692 0.00 0.00 0.00 0.106
H -4.282028 -4.821057 -4.277324 0.00 0.00 0.00 0.103
H -4.039375 -2.359737 -4.075526 -0.03 -0.02 0.00 0.101
H -1.787134 -2.137719 -7.493894 0.00 0.00 0.00 0.103
H -1.928342 -4.587013 -7.860410 0.00 0.00 0.00 0.100
C 2.534359 -8.937345 9.860901 0.00 0.01 -0.01 -0.081
C 1.931506 -8.476008 8.701673 0.00 -0.01 0.02 -0.073
C 2.333426 -7.250710 8.191579 -0.01 0.02 -0.03 -0.162
N 3.268292 -6.488634 8.753483 0.03 0.02 -0.02 0.052
C 3.839310 -6.943409 9.866206 -0.01 0.00 0.00 -0.154
C 3.509999 -8.154672 10.456995 -0.01 -0.01 0.00 -0.074
H 2.249361 -9.888690 10.291145 0.00 0.00 0.00 0.105
H 1.164987 -9.050353 8.199597 0.00 0.00 0.00 0.101
H 1.884404 -6.858654 7.285018 -0.01 -0.01 0.00 0.101
H 4.597902 -6.306254 10.307282 0.00 -0.01 0.00 0.103
H 4.009626 -8.472132 11.362006 0.00 0.00 0.00 0.100
C 4.131446 -2.400683 -7.206604 0.00 0.00 0.00 -0.080
C 4.926398 -1.278067 -7.040987 0.00 -0.01 -0.01 -0.072
C 4.456612 -0.247167 -6.240675 0.00 -0.02 0.00 -0.148
N 3.279523 -0.275872 -5.620023 0.00 0.00 0.00 0.058
C 2.525127 -1.359194 -5.789728 -0.02 0.01 0.00 -0.151
C 2.902741 -2.443501 -6.567680 0.01 0.00 -0.01 -0.072
H 4.463126 -3.226541 -7.822520 0.00 0.00 0.00 0.105
H 5.892319 -1.198189 -7.520563 0.00 0.00 0.00 0.101
H 5.053854 0.645412 -6.089625 0.00 0.00 0.00 0.105
H 1.566743 -1.359576 -5.279728 0.00 -0.01 0.00 0.101
H 2.246552 -3.297469 -6.666651 -0.01 0.00 0.01 0.100
```
Forces are in eV/Å.

=====

C39H66N4O16S2 | ωB97M-V/def2-TZVPD

* F_max: 1.53 eV/A
* HOMO energy: -8.62 eV
* orbital gap: 8.19 eV

Geometry as XYZ:
```
127
Properties=species:S:1:pos:R:3:forces:R:3:lowdin_charge:R:1
C -0.861010 -1.286806 7.978685 -0.27 -0.37 -0.04 -0.085
C -1.436769 -2.339288 7.009296 0.32 -0.15 1.21 -0.399
C -2.832720 -2.697347 7.535805 0.08 0.44 -0.16 -0.087
C -0.499770 -3.592598 7.092887 -0.57 0.38 -1.15 -0.117
C -0.135331 -4.125468 5.734110 -0.22 -0.11 0.66 -0.180
C -0.610907 -5.314111 5.293858 0.06 -0.16 -0.40 -0.017
C -0.287131 -5.818416 4.001326 -0.36 -0.20 0.28 -0.032
C 0.492492 -5.168511 3.103789 -0.18 -0.14 -0.38 -0.151
C 0.712432 -5.819773 1.751540 1.02 0.15 0.10 -0.135
C 1.851393 -5.245767 0.882400 -0.53 -0.09 -0.78 -0.198
C 1.266726 -4.276458 -0.175080 -0.23 -0.46 0.30 -0.218
C 0.986058 -5.050407 -1.470646 0.79 0.89 -0.04 -0.205
C 0.199579 -4.265397 -2.525393 -0.53 -0.60 0.05 -0.191
C -1.039754 -3.510510 -1.997214 -0.01 0.30 -0.63 -0.260
C -0.882206 -1.965975 -1.953950 0.40 -0.37 0.08 -0.430
S -1.249645 -1.463035 -0.252156 -0.14 0.16 0.19 1.022
C -0.473589 0.076866 0.000697 0.03 -0.01 -0.58 -0.663
N 0.328867 0.794528 -0.724731 -0.83 -0.73 1.06 0.041
N 0.610058 1.909783 0.060222 0.54 0.50 -0.49 0.061
C -0.023449 1.791453 1.154816 -0.02 -0.35 -0.35 -0.179
O -0.755876 0.643071 1.192001 -0.04 0.13 0.53 0.016
C 0.998738 -3.898282 3.528587 -0.21 -0.42 -0.36 -0.289
N 1.754705 -3.062348 2.811146 0.11 0.39 0.36 -0.217
S 2.051634 -1.805512 3.767514 0.05 0.10 -0.09 1.015
N 1.251639 -2.221220 5.094562 0.10 0.20 -0.21 -0.211
C 0.690971 -3.404021 4.833724 0.10 0.02 0.13 -0.312
H -0.567172 -1.824157 8.884978 0.03 0.11 0.06 0.078
H -1.641918 -0.592826 8.292119 0.22 0.35 -0.21 0.065
H 0.027391 -0.787663 7.594778 -0.09 0.12 -0.07 0.072
H -1.510852 -1.969512 5.986988 0.11 0.09 0.01 0.127
H -2.746183 -3.150964 8.525542 -0.03 -0.21 -0.08 0.081
H -3.398744 -1.776115 7.690498 -0.17 -0.06 -0.19 0.070
H -3.393275 -3.341192 6.857770 0.03 -0.14 0.09 0.078
H -1.085746 -4.369073 7.582584 0.39 -0.11 0.34 0.107
H 0.399952 -3.334831 7.648235 0.00 -0.16 0.10 0.115
H -1.262637 -5.907696 5.921270 0.02 0.01 0.10 0.114
H -0.723043 -6.771154 3.721040 0.08 -0.04 -0.04 0.117
H -0.211459 -5.795739 1.168745 -0.06 0.00 0.05 0.118
H 0.945951 -6.872020 1.926543 -0.22 -0.03 0.17 0.115
H 2.271649 -6.084299 0.319603 0.17 -0.01 0.11 0.100
H 2.663894 -4.806614 1.449905 -0.11 0.02 0.18 0.091
H 0.306467 -3.920259 0.203410 0.16 0.29 0.15 0.063
H 1.890348 -3.394102 -0.331095 0.07 -0.07 -0.15 0.115
H 0.513646 -6.005327 -1.227796 -0.20 0.08 -0.02 0.115
H 1.964260 -5.283175 -1.904620 -0.09 -0.28 -0.06 0.108
H -0.173839 -4.996081 -3.248341 0.13 0.01 -0.07 0.107
H 0.849269 -3.611141 -3.109035 0.06 0.16 0.20 0.106
H -1.348325 -3.890837 -1.022377 0.00 -0.09 -0.03 0.077
H -1.857442 -3.719197 -2.687205 -0.13 -0.01 0.14 0.103
H 0.137045 -1.692934 -2.211989 0.09 0.13 0.14 0.063
H -1.547309 -1.500594 -2.677007 -0.07 0.22 0.21 0.082
H -0.003362 2.479230 1.978539 -0.22 -0.13 0.20 0.131
C -3.827456 3.668577 5.066434 -0.25 0.05 0.13 -0.061
C -2.784337 3.320782 6.107620 0.03 -0.12 -0.56 -0.206
O -3.102060 3.915855 7.374093 0.18 -0.05 0.11 0.029
C -4.035731 3.283972 8.085084 -0.09 0.09 -0.06 -0.602
O -4.611205 2.276444 7.770721 0.05 -0.05 0.02 0.131
O -4.239840 3.982287 9.206025 0.00 -0.52 0.04 -0.049
C -5.282038 3.460392 10.036700 -0.14 0.01 0.25 -0.022
H -3.961314 4.749667 5.008010 0.12 0.01 -0.06 0.083
H -3.530063 3.294156 4.086879 0.03 0.01 0.01 0.078
H -4.794089 3.235511 5.321828 0.05 -0.10 -0.01 0.076
H -1.819378 3.726726 5.808969 0.02 0.16 0.27 0.122
H -2.663906 2.242361 6.209388 -0.14 0.00 0.16 0.121
H -5.126247 2.404315 10.244184 -0.02 -0.02 -0.12 0.097
H -6.250630 3.616463 9.564627 0.01 -0.10 -0.05 0.104
H -5.249132 4.014920 10.970544 0.11 0.11 -0.08 0.096
C 4.113073 -4.461011 -8.490070 0.23 -0.05 0.17 -0.064
C 2.980800 -3.879810 -7.669731 0.00 0.05 -0.47 -0.209
O 3.077510 -4.265659 -6.291396 -0.14 0.02 0.05 0.037
C 3.955875 -3.582950 -5.558851 0.04 -0.02 -0.22 -0.613
O 4.657961 -2.682771 -5.939336 -0.02 0.02 -0.01 0.124
O 3.934757 -4.084148 -4.325787 -0.04 -0.02 0.24 -0.002
C 4.885325 -3.494345 -3.435706 0.08 0.05 0.24 -0.035
H 4.164237 -5.542511 -8.357116 -0.10 -0.01 -0.08 0.081
H 3.970522 -4.240287 -9.548280 -0.04 -0.01 0.01 0.080
H 5.073012 -4.049677 -8.178330 -0.04 0.09 -0.03 0.075
H 2.027882 -4.271042 -8.021956 -0.04 -0.09 0.22 0.122
H 2.938207 -2.795239 -7.755769 0.11 0.06 0.15 0.120
H 4.796214 -2.409836 -3.428416 0.04 -0.01 -0.12 0.096
H 5.895449 -3.790354 -3.715321 0.00 0.11 -0.07 0.099
H 4.666228 -3.874931 -2.441388 -0.12 -0.11 -0.07 0.088
C 2.880863 1.955971 -8.198097 -0.24 0.05 0.09 -0.064
C 3.872042 1.443484 -7.174294 0.06 0.06 -0.40 -0.205
O 3.538060 1.882689 -5.851859 0.12 -0.06 0.03 0.037
C 2.561883 1.207210 -5.241829 -0.22 0.05 -0.02 -0.610
O 1.952289 0.268136 -5.697302 0.14 0.11 0.08 0.110
O 2.364807 1.768469 -4.054150 -0.07 -0.15 -0.02 0.011
C 1.276210 1.229827 -3.276854 0.18 0.26 -0.59 -0.044
H 2.780458 3.040371 -8.129115 0.13 0.00 -0.05 0.086
H 3.204608 1.693409 -9.206530 0.05 0.04 0.02 0.072
H 1.890289 1.530861 -8.030076 0.06 -0.09 0.03 0.069
H 4.861892 1.846151 -7.382442 -0.01 0.11 0.21 0.124
H 3.952551 0.362836 -7.200861 -0.12 -0.23 0.11 0.116
H 1.356760 0.152387 -3.180369 0.05 -0.05 -0.08 0.075
H 0.327060 1.504134 -3.739995 0.00 -0.14 -0.05 0.104
H 1.335382 1.680144 -2.308934 0.32 0.27 0.01 0.040
C -5.241659 11.197924 10.931815 0.10 -0.22 0.15 -0.067
C -5.154827 10.946510 9.441338 -0.27 0.35 0.15 -0.216
O -4.128379 9.996046 9.128586 0.00 0.00 -0.14 0.035
C -4.453528 8.716788 9.325588 0.07 0.03 0.09 -0.611
O -5.518077 8.310706 9.718426 -0.01 0.00 -0.03 0.119
O -3.396328 7.969273 9.024151 0.00 -0.01 -0.01 0.018
C -3.582371 6.564960 9.257633 0.22 0.14 0.03 -0.038
H -4.265998 11.483671 11.327273 -0.01 0.12 -0.06 0.081
H -5.957044 11.992464 11.144615 0.01 0.02 -0.03 0.079
H -5.556684 10.299414 11.461557 -0.08 0.00 -0.06 0.074
H -4.878432 11.864748 8.925684 0.19 -0.11 -0.08 0.121
H -6.111517 10.618798 9.035048 0.05 -0.17 0.04 0.122
H -4.475311 6.200572 8.769452 -0.12 0.19 0.01 0.089
H -3.625153 6.374029 10.329190 -0.15 -0.01 -0.02 0.104
H -2.719765 6.056060 8.843392 0.06 0.16 -0.07 0.091
C 2.968382 1.204096 -16.049619 -0.26 0.06 0.12 -0.066
C 3.928120 0.696402 -14.994730 0.12 -0.06 -0.47 -0.213
O 3.553045 1.145019 -13.684611 0.11 -0.03 0.09 0.038
C 2.561753 0.465893 -13.109862 -0.03 0.09 -0.08 -0.611
O 1.981965 -0.478700 -13.579182 0.01 -0.02 0.04 0.123
O 2.313907 1.022113 -11.923055 0.03 -0.02 0.08 0.003
C 1.218045 0.436745 -11.217341 -0.22 -0.08 0.22 -0.034
H 2.871161 2.288671 -15.985743 0.12 0.01 -0.05 0.082
H 3.320301 0.937731 -17.046227 0.04 0.00 0.01 0.080
H 1.974472 0.779905 -15.910268 0.04 -0.09 -0.01 0.075
H 4.923647 1.098739 -15.173921 -0.01 0.10 0.22 0.122
H 4.006342 -0.390354 -15.015068 -0.14 -0.01 0.12 0.123
H 1.332357 -0.642280 -11.133555 0.00 0.00 -0.14 0.098
H 0.278727 0.679065 -11.712340 0.02 -0.11 -0.08 0.101
H 1.212365 0.864875 -10.220055 0.13 0.13 -0.07 0.069
```
Forces are in eV/Å.